{"formula": "C24H25Br2Si", "method": "ωB97M-V with the def2-TZVPD basis set", "symbols": ["Br", "C", "C", "C", "C", "C", "C", "C", "C", "C", "C", "C", "Br", "C", "C", "C", "C", "H", "H", "H", "H", "H", "H", "H", "H", "H", "H", "H", "C", "Si", "C", "H", "C", "C", "C", "C", "C", "C", "C", "H", "H", "H", "H", "H", "H", "H", "H", "H", "H", "H", "H", "H"], "positions_angstrom": [[-8.91, 2.27, -0.13], [-7.20, 1.49, 0.11], [-6.67, 1.36, 1.42], [-5.41, 0.81, 1.60], [-4.60, 0.38, 0.51], [-3.28, -0.16, 0.76], [-2.32, -0.45, -0.19], [-1.00, -1.04, 0.08], [-0.39, -1.78, -1.07], [0.11, -3.11, -0.97], [0.73, -3.73, -2.06], [0.86, -3.04, -3.29], [1.81, -3.82, -4.73], [0.30, -1.76, -3.43], [-0.34, -1.16, -2.34], [-5.16, 0.51, -0.80], [-6.43, 1.07, -0.99], [-7.26, 1.69, 2.28], [-5.01, 0.70, 2.61], [-3.04, -0.34, 1.82], [-2.58, -0.22, -1.23], [-0.83, -1.46, 1.09], [-0.02, -3.66, -0.04], [1.14, -4.73, -1.97], [0.35, -1.24, -4.39], [-0.84, -0.20, -2.48], [-4.59, 0.17, -1.65], [-6.84, 1.18, -1.99], [0.60, 2.65, 0.60], [0.95, 0.96, 1.26], [0.94, 1.10, 3.11], [-0.23, -0.18, 0.68], [2.80, 0.70, 0.86], [3.87, 1.55, 1.27], [5.19, 1.26, 0.93], [5.50, 0.14, 0.17], [6.94, -0.19, -0.21], [4.46, -0.69, -0.25], [3.13, -0.42, 0.08], [0.73, 2.71, -0.49], [-0.42, 2.99, 0.84], [1.32, 3.35, 1.06], [1.28, 0.19, 3.60], [1.65, 1.91, 3.39], [-0.05, 1.36, 3.51], [3.69, 2.44, 1.87], [6.01, 1.90, 1.24], [6.99, -1.12, -0.79], [7.41, 0.61, -0.82], [7.59, -0.31, 0.68], [4.71, -1.57, -0.85], [2.34, -1.08, -0.27]], "charge": 1, "de_lowest_kj_mol": 0.00, "homo_lumo_gap_ev": 6.0, "lumo_energy_ev": -5.35}


{"formula": "C24H25Cl36F5N3O", "method": "ωB97M-V with the def2-TZVPD basis set", "symbols": ["N", "C", "O", "N", "C", "C", "C", "N", "C", "C", "C", "C", "C", "C", "C", "F", "F", "C", "F", "F", "F", "H", "H", "H", "H", "H", "H", "H", "H", "H", "H", "H", "H", "H", "C", "Cl", "Cl", "Cl", "H", "C", "Cl", "Cl", "Cl", "H", "C", "Cl", "Cl", "Cl", "H", "C", "Cl", "Cl", "Cl", "H", "C", "Cl", "Cl", "Cl", "H", "C", "Cl", "Cl", "Cl", "H", "C", "Cl", "Cl", "Cl", "H", "C", "Cl", "Cl", "Cl", "H", "C", "Cl", "Cl", "Cl", "H", "C", "Cl", "Cl", "Cl", "H", "C", "Cl", "Cl", "Cl", "H", "C", "Cl", "Cl", "Cl", "H"], "positions_angstrom": [[-2.63, -1.55, 1.01], [-2.22, -0.43, 0.76], [-1.63, 0.81, 0.49], [-0.74, 0.83, -0.58], [-0.13, -0.48, -0.94], [1.20, -0.41, -1.93], [0.89, -1.33, -3.26], [1.64, -0.77, -4.47], [0.42, 1.61, 0.07], [1.23, 2.76, -0.54], [2.38, 3.50, 0.25], [2.76, 3.10, 1.73], [1.92, 1.91, 2.36], [0.77, 1.16, 1.56], [-1.45, 1.59, -1.65], [-1.79, 2.87, -1.07], [-0.72, 1.88, -2.82], [-2.86, 1.00, -2.16], [-3.94, 1.23, -1.24], [-2.84, -0.32, -2.65], [-3.21, 1.82, -3.30], [0.31, -1.05, -0.03], [-0.81, -1.23, -1.47], [2.12, -0.92, -1.44], [1.44, 0.63, -2.31], [-0.23, -1.21, -3.54], [1.19, -2.42, -3.11], [2.42, -0.16, -4.17], [0.97, -0.11, -4.94], [1.00, 3.14, -1.58], [2.95, 4.38, -0.22], [3.57, 3.65, 2.35], [2.16, 1.60, 3.46], [0.25, 0.31, 2.11], [1.00, -0.49, 5.97], [1.31, 0.16, 4.35], [0.83, -2.25, 5.92], [2.30, -0.03, 7.07], [0.07, -0.07, 6.34], [5.80, 3.29, 5.01], [7.39, 3.92, 4.58], [4.80, 3.08, 3.56], [5.95, 1.75, 5.87], [5.31, 4.00, 5.66], [-4.37, -0.95, -6.07], [-2.67, -1.31, -6.40], [-5.14, -0.22, -7.49], [-5.24, -2.42, -5.59], [-4.42, -0.24, -5.25], [6.30, 7.54, 2.74], [5.17, 6.22, 2.41], [7.15, 7.27, 4.27], [7.46, 7.71, 1.41], [5.74, 8.47, 2.82], [-1.88, 5.70, -3.37], [-0.60, 6.44, -2.40], [-3.42, 6.54, -3.13], [-1.43, 5.70, -5.09], [-2.00, 4.67, -3.05], [-1.13, -4.88, 0.26], [-0.84, -4.30, -1.39], [-1.31, -6.64, 0.26], [0.19, -4.39, 1.34], [-2.05, -4.44, 0.62], [1.36, 3.07, -5.48], [0.16, 1.78, -5.73], [2.22, 2.84, -3.95], [2.51, 3.11, -6.82], [0.84, 4.02, -5.45], [-1.46, 5.15, -9.18], [-1.05, 3.85, -8.05], [-0.95, 6.72, -8.54], [-0.71, 4.85, -10.76], [-2.54, 5.16, -9.31], [2.77, -3.82, 8.75], [1.77, -4.83, 9.81], [3.25, -2.34, 9.58], [4.20, -4.72, 8.20], [2.18, -3.55, 7.88], [0.88, -10.04, 1.59], [1.62, -8.50, 2.05], [0.69, -11.08, 3.01], [-0.68, -9.77, 0.80], [1.54, -10.54, 0.88], [-3.33, -4.25, 4.22], [-4.53, -5.29, 4.99], [-2.29, -3.50, 5.43], [-2.37, -5.17, 3.05], [-3.86, -3.46, 3.68], [-7.82, -5.38, 2.18], [-8.95, -4.63, 3.32], [-6.27, -4.53, 2.21], [-7.60, -7.09, 2.55], [-8.24, -5.29, 1.18]], "charge": 1, "homo_lumo_gap_ev": 7.9, "lumo_energy_ev": -4.02}


{"formula": "C24H25Cl3NO3Sr", "method": "ωB97M-V with the def2-TZVPD basis set", "symbols": ["C", "C", "C", "H", "C", "C", "H", "C", "C", "C", "H", "C", "C", "H", "H", "H", "H", "H", "H", "Sr", "C", "C", "C", "H", "H", "H", "H", "H", "H", "C", "C", "H", "H", "O", "N", "C", "H", "C", "C", "H", "C", "H", "C", "H", "C", "H", "C", "H", "H", "H", "Cl", "C", "Cl", "Cl", "C", "O", "O"], "positions_angstrom": [[2.00, 0.11, 1.59], [2.43, -0.46, 0.35], [2.38, 0.55, -0.64], [2.77, -1.49, 0.20], [1.96, 1.76, -0.02], [1.73, 1.49, 1.37], [1.74, 2.71, -0.54], [-1.26, -1.65, 1.55], [-0.18, -2.32, 0.90], [-0.48, -2.40, -0.50], [0.70, -2.71, 1.39], [-1.74, -1.77, -0.73], [-2.25, -1.35, 0.55], [2.67, 0.43, -1.70], [1.31, 2.18, 2.11], [1.89, -0.42, 2.54], [-3.14, -0.74, 0.69], [0.14, -2.86, -1.25], [-1.29, -1.37, 2.61], [-0.45, 0.56, 0.13], [-2.41, -1.54, -2.06], [-3.82, -2.14, -1.91], [-1.65, -2.22, -3.20], [-3.75, -3.14, -1.47], [-4.32, -2.24, -2.88], [-4.44, -1.52, -1.25], [-1.68, -3.31, -3.08], [-0.60, -1.89, -3.24], [-2.12, -1.97, -4.16], [-2.54, -0.01, -2.42], [-1.29, 0.71, -2.91], [-3.00, 0.56, -1.59], [-3.26, 0.09, -3.23], [-0.21, 0.63, -2.27], [-1.32, 1.55, -3.96], [-0.26, 2.54, -4.12], [-1.93, 1.34, -4.76], [1.13, 1.99, -4.38], [2.27, 2.64, -3.89], [2.14, 3.52, -3.27], [3.55, 2.15, -4.20], [4.44, 2.66, -3.81], [3.69, 1.02, -5.00], [4.68, 0.63, -5.25], [2.54, 0.38, -5.50], [2.63, -0.50, -6.14], [1.28, 0.87, -5.19], [0.37, 0.40, -5.59], [-0.23, 3.13, -3.20], [-0.55, 3.21, -4.94], [-2.23, 2.50, 5.41], [-2.42, 2.61, 3.67], [-4.06, 2.11, 3.14], [-2.00, 4.24, 3.05], [-1.44, 1.62, 2.94], [-0.64, 0.83, 3.49], [-1.68, 1.82, 1.68]], "charge": -1, "homo_lumo_gap_ev": 5.8, "lumo_energy_ev": 2.15}


{"formula": "C24H25F4NO5P2", "method": "ωB97M-V with the def2-TZVPD basis set", "symbols": ["N", "P", "O", "P", "O", "O", "O", "O", "H", "H", "H", "H", "H", "F", "C", "C", "C", "C", "C", "C", "H", "H", "H", "H", "H", "F", "C", "C", "C", "C", "C", "C", "H", "H", "H", "H", "H", "F", "C", "C", "C", "C", "C", "C", "H", "H", "H", "H", "H", "F", "C", "C", "C", "C", "C", "C", "H", "H", "H", "H", "H"], "positions_angstrom": [[-0.08, 3.12, -3.84], [-0.06, 2.12, -2.65], [-0.07, 2.81, -1.16], [1.23, 3.61, -0.68], [0.87, 4.73, 0.17], [2.17, 2.55, 0.02], [2.08, 3.91, -2.00], [1.54, 5.10, -2.60], [-0.90, 2.99, -4.41], [1.09, 1.32, -2.61], [-1.15, 1.25, -2.65], [3.07, 2.65, -0.32], [1.32, 4.75, -3.48], [-0.29, -0.14, 0.26], [0.41, -0.70, 1.28], [1.18, 0.11, 2.08], [1.90, -0.47, 3.12], [1.85, -1.85, 3.32], [1.07, -2.64, 2.49], [0.34, -2.06, 1.46], [1.21, 1.18, 1.90], [2.50, 0.15, 3.76], [2.41, -2.29, 4.12], [1.04, -3.71, 2.63], [-0.27, -2.66, 0.80], [-3.21, 7.14, 4.30], [-2.82, 5.93, 3.82], [-1.92, 5.89, 2.78], [-1.52, 4.65, 2.29], [-2.03, 3.49, 2.86], [-2.93, 3.56, 3.91], [-3.34, 4.79, 4.40], [-1.54, 6.81, 2.35], [-0.81, 4.60, 1.48], [-1.72, 2.52, 2.48], [-3.33, 2.65, 4.34], [-4.04, 4.87, 5.22], [-2.80, -4.17, -4.12], [-2.98, -4.01, -2.80], [-3.61, -5.01, -2.09], [-3.79, -4.85, -0.72], [-3.36, -3.69, -0.09], [-2.73, -2.69, -0.83], [-2.54, -2.85, -2.19], [-3.95, -5.91, -2.60], [-4.27, -5.63, -0.15], [-3.50, -3.57, 0.97], [-2.40, -1.79, -0.34], [-2.05, -2.09, -2.79], [4.30, -0.46, -1.72], [3.93, -1.76, -1.84], [4.90, -2.71, -2.09], [4.51, -4.03, -2.21], [3.17, -4.39, -2.08], [2.22, -3.41, -1.82], [2.60, -2.08, -1.70], [5.93, -2.41, -2.20], [5.25, -4.79, -2.41], [2.87, -5.42, -2.18], [1.17, -3.68, -1.72], [1.87, -1.31, -1.49]], "charge": 0, "homo_lumo_gap_ev": 9.3, "lumo_energy_ev": 0.37}